Formula: C7H16NSi
Source: OMol25
Level of theory: ωB97M-V with the def2-TZVPD basis set

Its spin multiplicity is 1. The value obtained for the HOMO energy (spin up / spin down) is -11.70 / -10.00 eV. The total charge is +1.

```
25
Properties=species:S:1:pos:R:3:forces:R:3:lowdin_charge:R:1
Si 1.807221 2.244277 0.903985 -3.3827 -1.5926 -1.7194 0.5752
N -3.061077 0.143188 -0.816581 -2.0772 0.0232 -2.1024 -0.1131
C -4.074758 -0.290623 0.184607 -1.7864 0.5754 0.1687 0.0151
C -3.732075 1.138370 0.014046 -1.2919 1.1945 0.4134 -0.0111
C 2.016601 0.497945 0.399026 -0.6433 1.1285 1.3444 -0.1877
C -1.740464 -0.104341 -0.645784 2.7630 -0.7851 2.2358 0.1190
C 2.425927 -1.089474 -1.349893 -1.6998 -2.3725 1.7056 -0.0625
C 2.499155 -0.661455 0.102700 1.0544 -0.0874 -0.7920 -0.4807
C 3.305102 -1.559490 0.999288 0.2390 0.8535 2.3490 -0.0703
H -4.336700 1.967407 -0.418402 0.0281 -1.4268 -0.2453 0.1612
H 3.583688 -1.017282 1.986716 -0.9964 -1.1903 -1.3688 0.1175
H 2.988943 -2.603151 1.138557 -0.6896 0.5022 0.2387 0.0867
H -1.353212 -0.892831 -1.212813 0.6307 -0.7595 -1.2374 0.0830
H -3.126180 1.600606 0.754833 0.9696 -0.1244 0.4432 0.1241
H 0.409455 2.538993 1.559405 1.2852 -0.3348 -0.2259 -0.0724
H 2.915577 2.628415 1.599375 1.9133 1.0904 1.3810 -0.1119
H -5.051923 -0.695688 -0.088124 0.4119 0.3469 -0.9037 0.1457
H 1.597514 -1.873496 -1.192701 0.7184 0.9079 -1.2023 0.1024
H 4.259311 -1.725799 0.585122 1.3435 0.1136 -1.0211 0.0551
H -3.333556 -0.007109 -1.803582 -0.2852 0.5758 0.6833 0.2191
H 3.287339 -1.712035 -1.554822 0.3369 0.3265 -0.6518 0.0729
H -1.357673 -0.113810 0.382581 -0.2053 0.5940 -0.4050 0.1145
H 2.157082 -0.304378 -2.045292 0.1273 -0.1522 -0.1065 0.0762
H -3.713974 -0.878403 0.978898 0.9904 -0.1801 0.9812 0.1216
H 1.628671 2.770170 -0.461145 0.2460 0.7732 0.0374 -0.0795
```
Positions in Å, forces in eV/Å.

Formula: C7H16O
Source: OMol25
Level of theory: ωB97M-V with the def2-TZVPD basis set

Its spin multiplicity is 1. The value obtained for the HOMO energy is -8.91 eV. Its SMILES is C=C(C)CCCC.O.

```
24
Properties=species:S:1:pos:R:3:forces:R:3:lowdin_charge:R:1
O 0.574189 -4.167225 4.134967 0.0889 -0.4900 -0.0323 -0.0637
C 0.296483 0.637528 -0.141343 -1.4566 -1.1790 0.0955 -0.1631
C 1.282097 1.832984 -2.802154 0.9159 0.7142 0.5633 -0.1219
C -0.797467 0.574448 0.917685 -0.2532 -0.2721 0.1550 -0.3553
C 0.887043 0.391609 -2.595345 0.0641 -0.8582 -0.8346 -0.2785
C -1.915933 1.276172 0.782821 0.1993 0.4775 -0.2143 0.0213
C -0.172892 0.125095 -1.518862 1.6020 0.1464 0.1137 -0.2029
C -0.658584 -0.354153 2.103366 -1.2536 0.0004 -0.6044 -0.0620
H -1.001054 0.121520 3.017531 0.2031 -0.0492 0.1822 0.0784
H -2.080033 1.844271 -0.123532 -0.0376 0.2297 0.0130 0.0576
H 2.096181 2.009842 -3.505032 -0.1598 -0.5362 -0.5226 0.0674
H -1.074316 0.569440 -1.860700 -1.0625 0.4101 0.0148 0.0904
H 0.272139 -0.837842 2.199679 1.5174 0.0271 0.3456 0.0509
H 1.053909 -0.094486 0.142119 0.5935 0.7012 0.1806 0.1131
H 1.755332 -0.255749 -2.456982 0.2859 0.2456 0.5052 0.1041
H 1.756394 2.256307 -1.906038 -0.5713 0.0166 0.1324 0.0651
H 0.784194 -5.111552 4.091438 0.1228 0.3102 -0.0198 0.0368
H -1.307499 -1.213335 1.920176 -0.3535 0.0483 0.0729 0.0817
H -2.661181 1.386434 1.560482 -0.0677 -0.3360 -0.0213 0.0605
H -0.296585 -0.954682 -1.427763 -0.3138 -0.0001 -0.1189 0.1150
H 0.527013 -0.006705 -3.547551 -0.3697 0.1107 -0.0890 0.1005
H -0.368929 -4.172671 4.308433 -0.2143 0.1910 0.0437 0.0263
H 0.590938 1.674848 -0.172063 0.7022 0.0719 -0.1277 0.1027
H 0.458566 2.467892 -3.121337 -0.1816 0.0201 0.1671 0.0757
```
Positions in Å, forces in eV/Å.

Relative energy (zero: lowest compared OMol25 entry of this formula, charge and spin)
In order: 175.54, 28.99
Unit: kcal per mole